Entry from the OMol25 dataset: a structure of composition C34H29F2Ge (wB97M-V/def2-TZVPD).

ORCA input file:
```
! RIJCOSX wB97M-V def2-TZVPD def2/J DEFGRID3
* xyz 1 1
C -0.31 5.32 1.50
C -1.41 4.95 0.71
C -1.64 3.60 0.40
C -0.78 2.61 0.90
Ge -1.12 0.74 0.58
C -1.06 -0.20 2.25
C -1.87 0.24 3.31
C -1.84 -0.45 4.52
C -0.99 -1.55 4.70
C -0.17 -1.97 3.64
C -0.22 -1.32 2.40
C -2.85 0.55 -0.27
C -4.01 0.99 0.40
C -5.26 0.83 -0.20
C -5.37 0.25 -1.47
C -4.22 -0.19 -2.13
C -2.95 -0.04 -1.54
C 0.34 -0.05 -0.46
C 1.68 0.28 0.09
C 2.63 -0.64 0.49
C 0.32 2.98 1.70
C 0.56 4.33 1.98
H -0.13 6.37 1.73
H -2.09 5.71 0.33
H -2.50 3.32 -0.23
H -2.52 1.12 3.19
H -2.49 -0.12 5.34
H -0.96 -2.08 5.65
H 0.50 -2.82 3.76
H 0.39 -1.67 1.56
H -3.94 1.44 1.40
H -6.15 1.17 0.33
H -6.36 0.13 -1.93
H -4.30 -0.65 -3.11
H -2.05 -0.40 -2.06
H 0.19 -1.13 -0.63
H 0.08 0.54 -1.36
H 1.97 1.33 0.01
H 3.67 -0.33 0.30
H 2.40 -1.72 0.42
H 1.00 2.21 2.10
H 1.42 4.59 2.60
F 7.48 -5.34 0.61
C 6.56 -4.40 1.02
C 5.84 -4.61 2.19
C 4.92 -3.64 2.60
C 4.67 -2.49 1.80
C 3.70 -1.37 2.10
C 4.28 -0.14 2.69
C 3.37 0.66 3.42
C 3.67 1.97 3.73
C 4.92 2.46 3.37
F 5.21 3.78 3.64
C 5.91 1.65 2.82
C 5.62 0.32 2.54
C 5.51 -2.29 0.67
C 6.41 -3.27 0.23
H 6.06 -5.48 2.80
H 4.42 -3.77 3.56
H 2.82 -1.67 2.73
H 2.40 0.24 3.71
H 2.95 2.58 4.26
H 6.91 2.06 2.68
H 6.41 -0.35 2.19
H 5.47 -1.34 0.13
H 7.01 -3.10 -0.66
*
```

Summary:
- E_HOMO (eV) = -11.584
- gap between HOMO and LUMO (Ha) = 0.230
- LUMO (eV) = -5.32
- electronic energy (eV) = -97669.817

Here are the natural (NBO) charges for atoms 1 to 6, given in e: -0.183, -0.203, -0.227, -0.405, 1.642, -0.491